No. 1
{"formula": "C34H56GeN6O8PTi", "method": "ωB97M-V with the def2-TZVPD basis set", "species": ["Ti", "C", "C", "C", "C", "O", "Ge", "O", "C", "C", "C", "C", "O", "C", "C", "C", "C", "H", "H", "H", "H", "H", "H", "H", "H", "H", "H", "H", "H", "H", "H", "H", "H", "H", "H", "H", "H", "H", "H", "H", "H", "H", "H", "H", "O", "C", "O", "C", "C", "C", "N", "C", "C", "C", "O", "O", "H", "H", "H", "N", "C", "C", "C", "C", "C", "C", "C", "C", "N", "C", "H", "H", "H", "H", "H", "H", "H", "H", "C", "N", "C", "P", "O", "N", "C", "C", "N", "C", "C", "H", "H", "H", "H", "H", "H", "H", "H", "H", "H", "H", "H", "H", "H", "H", "H", "H", "H"], "xyz": [[-0.74320, -0.44940, -0.36754], [-3.65239, -0.91229, 2.17737], [-3.33735, -1.83473, 1.00051], [-3.55466, -3.27554, 1.44774], [-4.27011, -1.55875, -0.17283], [-1.95292, -1.62538, 0.58793], [-0.57222, -3.25578, 0.53755], [-0.22488, -2.69053, -1.19051], [-0.56532, -3.38568, -2.41009], [-2.02570, -3.13320, -2.77142], [0.36275, -2.90015, -3.51705], [-0.34889, -4.88357, -2.20761], [0.72296, -2.05226, 1.08027], [1.85609, -2.47880, 1.84437], [1.41710, -3.28086, 3.07360], [2.60436, -1.23015, 2.27549], [2.77388, -3.37646, 1.00333], [-4.72643, -0.73796, 2.24582], [-3.31533, -1.35075, 3.11931], [-3.14339, 0.04349, 2.07131], [-4.58269, -3.38384, 1.79639], [-3.38874, -3.97639, 0.62774], [-2.87987, -3.54033, 2.26413], [-5.30669, -1.63061, 0.15687], [-4.11283, -0.56952, -0.58937], [-4.11081, -2.29052, -0.96517], [-2.24121, -2.06875, -2.80533], [-2.25854, -3.55848, -3.74868], [-2.67745, -3.60008, -2.02823], [0.36655, -1.81638, -3.57581], [1.38088, -3.25137, -3.32536], [0.03413, -3.29900, -4.47978], [-1.03461, -5.28287, -1.45572], [-0.51818, -5.41606, -3.14609], [0.67639, -5.07195, -1.87670], [0.69283, -2.71791, 3.66433], [0.96371, -4.23045, 2.77673], [2.28390, -3.49407, 3.70292], [2.01497, -0.65348, 2.99723], [3.55891, -1.49918, 2.73787], [2.79350, -0.60058, 1.40395], [2.18862, -4.15850, 0.50880], [3.30694, -2.80993, 0.23992], [3.51310, -3.85991, 1.64691], [-5.83453, 4.31441, -2.47539], [-4.63390, 4.27881, -2.81608], [-3.91494, 4.99474, -3.54911], [-3.84576, 3.11526, -2.16785], [-3.99549, 2.81846, -0.82781], [-3.22667, 1.82028, -0.26308], [-2.31366, 1.10789, -0.93088], [-2.23375, 1.35886, -2.24302], [-2.94892, 2.32325, -2.89137], [-1.25332, 0.49004, -2.98151], [-1.13565, 0.44162, -4.16019], [-0.50275, -0.20132, -2.13579], [-4.72231, 3.36142, -0.23686], [-3.37385, 1.56932, 0.78039], [-2.79153, 2.45945, -3.95444], [-0.95054, 2.47214, 1.49482], [-0.11889, 2.63453, 2.57854], [0.41548, 3.83566, 2.96118], [1.30442, 3.90820, 4.06208], [1.63675, 2.79985, 4.77899], [1.07808, 1.54556, 4.42540], [1.28248, 0.35841, 5.16516], [0.66256, -0.78520, 4.77461], [-0.12353, -0.77389, 3.59900], [-0.33376, 0.29172, 2.88808], [0.22599, 1.45436, 3.30705], [-1.49303, 3.26233, 1.19151], [-1.43148, 1.58541, 1.49471], [0.13602, 4.73678, 2.42364], [1.71386, 4.87035, 4.34505], [2.29811, 2.86391, 5.63603], [1.91072, 0.37993, 6.04922], [0.76154, -1.69782, 5.35116], [-0.59130, -1.68659, 3.24159], [2.83278, -1.06653, -1.60658], [2.40945, 0.18393, -2.25816], [3.31515, 0.51226, -3.36158], [1.81553, 1.28628, -1.18851], [0.96134, 0.65309, -0.09720], [3.09219, 1.95793, -0.36996], [3.07683, 2.20481, 1.07261], [4.02492, 2.81418, -1.09310], [1.04159, 2.45189, -2.03788], [1.01285, 2.67231, -3.48454], [0.65679, 3.63524, -1.25573], [2.98417, -1.82102, -2.37715], [2.07043, -1.42835, -0.92961], [3.77537, -0.92601, -1.06262], [3.16844, -0.22053, -4.15677], [4.36200, 0.46760, -3.04121], [3.12249, 1.49459, -3.77630], [2.30724, 1.60513, 1.54979], [2.88024, 3.26123, 1.29491], [4.04579, 1.93837, 1.50528], [3.91265, 2.69912, -2.16934], [5.05392, 2.55979, -0.82996], [3.86207, 3.86993, -0.84830], [1.83694, 3.31546, -3.81155], [0.07482, 3.17096, -3.73832], [1.03089, 1.73147, -4.02459], [1.28894, 4.49326, -1.50481], [0.74145, 3.42767, -0.19122], [-0.38085, 3.89668, -1.47758]], "largest_force_ev_per_a": 1.6, "gap_ev": [7.403, 7.392], "homo_ev": [-7.644, -7.638], "spin_multiplicity": 2, "relative_energy_ev": 2.250}



No. 2
{"formula": "C3H4KNaO3", "method": "ωB97M-V with the def2-TZVPD basis set", "species": ["O", "C", "C", "C", "O", "O", "Na", "K", "H", "H", "H", "H"], "xyz": [[1.15068, -1.78496, 1.60458], [0.63666, -2.52307, 2.69999], [-0.73440, -2.06239, 3.18790], [-1.81024, 0.69367, 0.50834], [-2.15660, -0.35852, 0.12698], [-1.34344, 1.55795, 1.15165], [0.98360, 2.05274, -0.09342], [-0.16607, -2.23558, -0.40950], [1.34888, -2.50527, 3.55373], [0.61288, -3.61845, 2.39613], [-0.93218, -2.44016, 4.20775], [-1.50890, -2.54314, 2.55507]], "largest_force_ev_per_a": 2.5, "gap_ev": [2.365, 2.979], "homo_ev": [-4.106, -4.570], "relative_energy_ev": 3.206}



No. 3
{"formula": "C16H41Cl2N9O20", "method": "ωB97M-V with the def2-TZVPD basis set", "species": ["C", "O", "C", "C", "O", "C", "C", "Cl", "C", "C", "Cl", "H", "H", "H", "H", "H", "H", "H", "H", "H", "H", "H", "H", "H", "H", "C", "N", "O", "O", "H", "H", "H", "C", "N", "O", "O", "H", "H", "H", "C", "N", "O", "O", "H", "H", "H", "C", "N", "O", "O", "H", "H", "H", "C", "N", "O", "O", "H", "H", "H", "C", "N", "O", "O", "H", "H", "H", "C", "N", "O", "O", "H", "H", "H", "C", "N", "O", "O", "H", "H", "H", "C", "N", "O", "O", "H", "H", "H"], "xyz": [[-0.26672, 0.62358, -4.10322], [-1.61024, 0.54486, -3.65993], [-1.74784, -0.05575, -2.39174], [-1.67343, 0.91176, -1.20970], [-0.30137, 1.08184, -0.87684], [-0.04136, 1.15585, 0.51210], [-2.31917, 2.30855, -1.44445], [-1.15115, 3.36822, -2.28509], [-3.64058, 2.26500, -2.19670], [-4.65663, 1.26845, -1.64645], [-4.42941, 3.90347, -2.07670], [-0.26140, 1.20616, -5.02303], [0.13352, -0.37255, -4.32000], [0.37467, 1.11259, -3.36808], [-2.69784, -0.58754, -2.36083], [-0.96839, -0.80512, -2.22594], [-2.15423, 0.44528, -0.34390], [0.93244, 1.62713, 0.63217], [-0.79641, 1.74783, 1.03816], [-0.01122, 0.14877, 0.93716], [-2.50426, 2.75960, -0.46903], [-3.46458, 2.13004, -3.25948], [-5.35431, 1.01314, -2.44099], [-4.20375, 0.33932, -1.31098], [-5.22632, 1.68969, -0.82008], [-4.58548, -2.01963, -5.01366], [-5.16020, -1.54017, -3.72775], [-4.73199, -2.01950, -2.69731], [-6.02160, -0.68888, -3.79251], [-3.83568, -2.76894, -4.79157], [-5.40297, -2.42917, -5.59897], [-4.15220, -1.15695, -5.51119], [1.45212, 5.53247, -4.03643], [2.67215, 5.13568, -4.78824], [3.75342, 5.45907, -4.33599], [2.51315, 4.50062, -5.80907], [1.75804, 6.08279, -3.15530], [0.84292, 6.14180, -4.69157], [0.93562, 4.61478, -3.76864], [5.85021, 2.96520, -3.95810], [6.38434, 2.75386, -2.58547], [7.56344, 2.49741, -2.46332], [5.59274, 2.85178, -1.67004], [6.66175, 2.83809, -4.66426], [5.06923, 2.22748, -4.11561], [5.43845, 3.96872, -4.00361], [0.90753, -3.53629, 1.39045], [-0.23305, -2.65597, 1.03037], [-1.12231, -2.50859, 1.85122], [-0.20568, -2.11862, -0.05433], [0.72919, -3.92116, 2.38560], [0.94871, -4.33751, 0.65783], [1.80907, -2.93650, 1.35683], [0.49274, -1.23293, 4.82213], [1.83795, -1.86417, 4.77530], [2.27701, -2.17756, 3.68517], [2.41044, -2.03533, 5.82839], [0.12615, -1.13042, 3.80722], [-0.14739, -1.88796, 5.40122], [0.60389, -0.26660, 5.30557], [-3.26348, -4.00345, 4.84342], [-1.88377, -4.55852, 4.85465], [-1.69440, -5.63914, 4.34532], [-1.01836, -3.88058, 5.37881], [-3.91049, -4.71580, 4.34694], [-3.55615, -3.84646, 5.87719], [-3.22323, -3.05887, 4.30879], [-3.19557, 6.61155, -3.78781], [-2.20793, 7.44001, -4.52834], [-2.60766, 8.22704, -5.35421], [-1.03862, 7.25598, -4.24334], [-4.19016, 6.86964, -4.13127], [-2.96121, 5.57098, -3.98733], [-3.06838, 6.82361, -2.73103], [0.88745, -6.63845, 5.93370], [1.96532, -7.66489, 5.89038], [2.84683, -7.52633, 5.06888], [1.88267, -8.57919, 6.68316], [1.09044, -5.89382, 5.17595], [-0.05076, -7.14757, 5.74315], [0.89469, -6.20439, 6.92908], [5.72205, -1.58699, 5.40567], [6.78267, -1.75815, 6.43587], [7.52478, -2.71157, 6.33669], [6.82891, -0.92236, 7.31471], [5.80108, -2.39881, 4.69303], [4.76473, -1.60627, 5.91617], [5.88680, -0.62428, 4.93099]], "largest_force_ev_per_a": 0.7, "gap_ev": 9.227, "homo_ev": -9.985, "smiles": "COC[C@@H](OC)[C@@H](Cl)[C@@H](C)Cl.C[N+](=O)[O-].C[N+](=O)[O-].C[N+](=O)[O-].C[N+](=O)[O-].C[N+](=O)[O-].C[N+](=O)[O-].C[N+](=O)[O-].C[N+](=O)[O-].C[N+](=O)[O-]"}